ORCA calculation (wB97M-V/def2-TZVPD) on the molecule C6H13N3 in a non-equilibrium geometry.

As for the HOMO-LUMO gap (alpha / beta): 6.5677 / 6.5664 eV. As for the charge: 0. As for the HOMO energy (alpha / beta): -6.268 / -6.267 eV. As for the LUMO energy (alpha / beta): 0.299 / 0.299 eV. The energy above the lowest of the compared OMol25 structures with the same formula, charge and spin comes out at 692.4 kJ/mol. The value obtained for the largest force on an atom is 3.02 eV/Å.

Last columns: bonded neighbours and bond lengths (Å).
Positions of all 22 atoms, in Å:
1 C -1.5625 -0.1578 1.5439  N2 1.484, H9 1.088, H10 1.089, H11 1.091
2 N -0.3978 0.2160 0.7039  C1 1.484, N3 1.432, C4 1.779, C14 1.548
3 N -0.0181 1.5915 0.8243  N2 1.432, H6 1.017, H7 1.017
4 C -0.5569 0.0061 -1.0560  N2 1.779, C5 1.380, H8 1.084, C15 1.730
5 C -1.4641 -0.9561 -1.4509  C4 1.380, H12 1.084, H13 1.081
6 H -0.8454 2.1733 0.7172  N3 1.017
7 H 0.4008 1.7557 1.7366  N3 1.017
8 H -0.6770 0.9824 -1.5113  C4 1.084
9 H -1.8000 -1.2091 1.3980  C1 1.088
10 H -2.4342 0.4253 1.2491  C1 1.089
11 H -1.3119 0.0480 2.5854  C1 1.091
12 H -1.4827 -1.9365 -0.9889  C5 1.084
13 H -1.9513 -0.8453 -2.4101  C5 1.081
14 C 0.8233 -0.7224 0.8630  N2 1.548, N17 1.276, H19 1.093
15 C 1.1120 -0.3864 -1.2891  C4 1.730, C16 1.344, H20 1.089
16 C 1.9674 0.5325 -1.7681  C15 1.344, H21 1.085, H22 1.085
17 N 1.7836 -0.5933 1.6939  C14 1.276, H18 1.018
18 H 1.9937 0.3762 1.9220  N17 1.018
19 H 0.4409 -1.7241 0.6494  C14 1.093
20 H 1.2708 -1.4354 -1.5336  C15 1.089
21 H 1.8123 1.5962 -1.6192  C16 1.085
22 H 2.8972 0.2633 -2.2593  C16 1.085

Atomic partial charges in e from the natural (NBO) method, atoms 1 to 2: atom 1 (C): -0.427, atom 2 (N): -0.207

***

ORCA calculation (wB97M-V/def2-TZVPD) on a cluster of 2 separate species, C21H25F3N3O4S in total in a non-equilibrium geometry.

As for the HOMO-LUMO gap: 7.2804 eV. As for the charge: +1. As for the HOMO energy: -11.518 eV. As for the LUMO energy: -4.238 eV. The value obtained for the largest force on an atom is 5.50 eV/Å.

Last columns: bonded neighbours and bond lengths (Å).
Positions of all 57 atoms, in Å:
1 C 0.5842 0.9972 2.0980  C2 1.598, H24 1.122, H25 1.133, H26 1.124
2 C 1.7781 1.6214 1.2392  C1 1.598, O3 1.449, H27 1.134, H28 1.133
3 O 1.3442 2.3567 0.0689  C2 1.449, C4 1.366
4 C 0.6266 1.5932 -0.8077  O3 1.366, C5 1.527, C23 1.467
5 C -0.3619 2.3582 -1.6846  C4 1.527, C6 1.445, H29 1.126
6 C -1.2065 1.7331 -2.6771  C5 1.445, C7 1.503, H30 1.120
7 C -1.1053 0.2461 -2.8684  C6 1.503, C8 1.484, C22 1.506
8 C -1.9254 -0.4570 -3.8854  C7 1.484, N9 1.390, H31 1.125
9 N -1.8395 -1.8357 -4.0356  C8 1.390, C10 1.412, H32 1.027
10 C -0.9824 -2.6296 -3.2428  N9 1.412, C11 1.562, C21 1.471
11 C -0.9193 -4.1829 -3.3962  C10 1.562, C12 1.587, H33 1.135, H34 1.124
12 C -2.0482 -4.9802 -2.6152  C11 1.587, C13 1.590, H35 1.132, H36 1.130
13 C -2.4338 -4.3898 -1.1904  C12 1.590, C14 1.598, H37 1.133, H38 1.123
14 C -3.9715 -3.9619 -1.1061  C13 1.598, S15 1.842, H39 1.127, H40 1.127
15 S -4.3001 -2.3534 -1.9415  C14 1.842, C16 1.810
16 C -5.7940 -1.6205 -1.2298  S15 1.810, N17 1.379, O20 1.373
17 N -6.1763 -1.4703 0.0864  C16 1.379, N18 1.345
18 N -7.3589 -0.8308 0.1130  N17 1.345, C19 1.368
19 C -7.8034 -0.5525 -1.1509  N18 1.368, O20 1.380, H41 1.114
20 O -6.8047 -1.0503 -1.9628  C16 1.373, C19 1.380
21 C -0.1077 -2.0120 -2.2346  C10 1.471, C22 1.504, H42 1.118
22 C -0.1360 -0.5249 -2.0107  C7 1.506, C21 1.504, C23 1.500
23 C 0.7456 0.1433 -0.9971  C4 1.467, C22 1.500, H43 1.123
24 H -0.4304 1.3190 1.7417  C1 1.122
25 H 0.7106 -0.1278 2.0413  C1 1.133
26 H 0.7675 1.2630 3.1742  C1 1.124
27 H 2.5974 0.8694 1.0185  C2 1.134
28 H 2.2704 2.3847 1.9160  C2 1.133
29 H -0.4445 3.4703 -1.5280  C5 1.126
30 H -1.9069 2.3724 -3.2726  C6 1.120
31 H -2.6339 0.0983 -4.5604  C8 1.125
32 H -2.4255 -2.2890 -4.7466  N9 1.027
33 H -1.0667 -4.4024 -4.5004  C11 1.135
34 H 0.1167 -4.5235 -3.1228  C11 1.124
35 H -1.6403 -6.0209 -2.4344  C12 1.132
36 H -3.0035 -5.0987 -3.2075  C12 1.130
37 H -2.3048 -5.2193 -0.4293  C13 1.133
38 H -1.7891 -3.5406 -0.8391  C13 1.123
39 H -4.2411 -3.9114 -0.0132  C14 1.127
40 H -4.5529 -4.8219 -1.5441  C14 1.127
41 H -8.7447 -0.0622 -1.4893  C19 1.114
42 H 0.5693 -2.6668 -1.6327  C21 1.118
43 H 1.4574 -0.4555 -0.3686  C23 1.123
44 C 6.0752 5.3540 2.9748  C45 1.515, H53 1.092, H54 1.091, H55 1.092
45 C 6.2202 3.8459 3.0070  C44 1.515, O46 1.438, H56 1.090, H57 1.092
46 O 6.0542 3.3454 4.3443  C45 1.438, C47 1.338
47 C 4.7928 3.1912 4.7628  O46 1.338, O48 1.201, C49 1.529
48 O 3.8197 3.4434 4.1064  C47 1.201
49 C 4.7704 2.6088 6.1766  C47 1.529, F50 1.344, F51 1.348, F52 1.340
50 F 5.6501 3.2149 6.9921  C49 1.344
51 F 5.0821 1.2978 6.1743  C49 1.348
52 F 3.5668 2.7210 6.7551  C49 1.340
53 H 6.7636 5.8200 3.6826  C44 1.092
54 H 6.2809 5.7387 1.9749  C44 1.091
55 H 5.0672 5.6590 3.2617  C44 1.092
56 H 7.2262 3.5664 2.6930  C45 1.090
57 H 5.5216 3.3592 2.3229  C45 1.092

Atomic partial charges in e from the natural (NBO) method, atoms 1 to 2: atom 1 (C): -0.657, atom 2 (C): -0.102